Entry from OMol25: a cluster of 2 separate species, C2H9N2O in total (ωB97M-V/def2-TZVPD).

CARTESIAN COORDINATES (ANGSTROEM)
C (0.30946, -1.54447, -1.50243)
O (0.63659, -0.24971, -1.26322)
H (-0.25354, -2.09649, -0.59314)
H (1.24266, -2.17022, -1.61763)
H (-0.36897, -1.65753, -2.33752)
N (0.48249, -0.04883, 1.41139)
C (-0.06881, 1.37104, 1.22431)
N (-0.81903, 1.58826, -0.04361)
H (0.68544, -0.41851, 0.45736)
H (-0.30094, -0.62921, 1.76889)
H (0.87544, 2.04643, 1.05816)
H (-0.59601, 1.65582, 2.16769)
H (-1.59633, 0.89645, 0.05444)
H (-0.22845, 1.25696, -0.78469)

Cartesian forces (eV/Å) of the 2 atoms listed first:
C -0.8079 -1.8117 1.2134
O 0.5273 -0.6256 -0.6040

The orbital gap (spin up / spin down) comes out at 0.3553 / 0.2338 Eh. The charge is 0. The calculation puts the molar mass at 77.11 g mol⁻¹. For the LUMO energy (spin up / spin down), the calculation gives 0.762 / -2.443 eV. As for the electronic energy: -266.21750 hartree. The multiplicity is 2. The calculation puts the relative energy (zero: lowest compared OMol25 entry of this formula, charge and spin) at 35.8 kcal per mole.

Okay, here come the natural (NBO) numbers, in e, for every atom: atom 1 (C): -0.3252, atom 2 (O): -0.3251, atom 3 (H): 0.2212, atom 4 (H): 0.2316, atom 5 (H): 0.1777, atom 6 (N): -0.8562, atom 7 (C): -0.0716, atom 8 (N): -0.8140, atom 9 (H): 0.3616, atom 10 (H): 0.3309, atom 11 (H): 0.1726, atom 12 (H): 0.1912, atom 13 (H): 0.3304, atom 14 (H): 0.3751